Entry from the Open Molecules 2025 dataset: a single C17H14ClN3O4S molecule at a distorted geometry (wB97M-V/def2-TZVPD).

```
! RIJCOSX wB97M-V def2-TZVPD def2/J DEFGRID3
* xyz 0 1
O 0.15689 0.68838 1.93693
C 0.37484 -0.37627 1.40025
N 1.58871 -0.93251 1.22746
C 2.81309 -0.21357 1.50824
C 3.73199 -0.21504 0.31681
C 4.99331 -0.79206 0.39508
C 5.84206 -0.81157 -0.69719
C 5.43409 -0.25649 -1.89788
C 4.18162 0.32157 -2.00164
C 3.34209 0.34113 -0.89981
Cl 1.78359 1.07879 -1.05319
C -0.69781 -1.23652 0.84012
N -0.52757 -2.29034 0.10007
N -1.74260 -2.73010 -0.25185
C -2.61032 -1.92727 0.28591
C -4.05733 -1.91930 0.13507
S -4.51367 -0.52410 -1.02706
O -5.90685 -0.26559 -0.79584
O -4.09652 -0.89796 -2.34559
C -3.52670 0.85235 -0.45052
C -2.38444 1.19352 -1.14732
C -1.58194 2.21060 -0.65760
C -1.92402 2.85366 0.52130
C -3.07895 2.50519 1.20390
C -3.89192 1.49658 0.71484
O -2.00273 -0.95436 1.00397
H 1.64276 -1.80263 0.71762
H 2.51558 0.80679 1.77372
H 3.32019 -0.66632 2.36678
H 5.31168 -1.22793 1.33056
H 6.81847 -1.26272 -0.61153
H 6.08834 -0.27164 -2.75570
H 3.85115 0.75891 -2.93031
H -4.57440 -1.69548 1.06287
H -4.41431 -2.83507 -0.32381
H -2.14614 0.65792 -2.05366
H -0.68683 2.49399 -1.18909
H -1.28304 3.62802 0.91288
H -3.34026 3.01210 2.11981
H -4.80211 1.20537 1.21539
*
```

energy above the lowest of the compared OMol25 structures with the same formula, charge and spin = 0.685 eV
SMILES = O=C(NCc1ccccc1Cl)c1nnc(CS(=O)(=O)c2ccccc2)o1
HOMO = -0.3501 hartree

---

Entry from the Open Molecules 2025 dataset: a molecular structure, C17H14ClNO4Zn at a distorted geometry (wB97M-V/def2-TZVPD).

```
! RIJCOSX wB97M-V def2-TZVPD def2/J DEFGRID3
* xyz -2 1
C -0.32142 2.45983 0.31919
C 0.55967 2.10143 -0.75263
C 1.68022 1.43829 -0.18662
H 0.35521 2.25998 -1.80341
C 1.49537 1.36969 1.22909
C 0.27114 2.01253 1.53970
H -0.14631 2.15854 2.52918
H -1.27611 2.97937 0.21944
H 2.56135 1.05895 -0.69847
H 2.18766 0.89189 1.91820
Zn 0.35415 -1.43345 -1.52998
Cl -1.34790 -0.28545 -2.21157
C 1.35569 -2.75046 -2.89446
C 2.30788 -2.51247 -1.82345
C 2.80058 -1.17157 -1.94120
H 2.68947 -3.26545 -1.13975
C 2.15443 -0.56111 -3.05226
C 1.24219 -1.51079 -3.63674
H 0.66812 -1.36816 -4.55733
H 0.98389 -3.72025 -3.20007
H 3.59012 -0.71549 -1.33618
H 2.37873 0.44305 -3.41814
O 1.58698 -2.85546 2.16367
C 0.70211 -2.19540 1.61647
O 0.66334 -1.81144 0.37366
C -0.47394 -1.68853 2.46716
C -1.81874 -2.05582 2.22385
C -2.83376 -1.65577 3.10101
C -2.56381 -0.71965 4.13043
C -1.23115 -0.31622 4.34043
C -0.20966 -0.78752 3.51473
N -3.58880 -0.29197 5.04494
O -4.74833 -0.75425 4.92964
O -3.29241 0.54084 5.93822
H -2.06531 -2.69555 1.37037
H -3.82224 -2.10273 3.03180
H -0.97066 0.32796 5.17463
H 0.82476 -0.45255 3.68450
*
```

HOMO = -0.0002 hartree

---

Entry from the Open Molecules 2025 dataset: a molecular structure, C17H14FNaO2S at a distorted geometry (wB97M-V/def2-TZVPD).

```
! RIJCOSX wB97M-V def2-TZVPD def2/J DEFGRID3
* xyz 0 1
F 2.17667 -3.21806 1.02048
S 2.47214 -1.87902 1.87311
C 2.66220 -0.74522 0.58647
C 2.51360 0.59225 0.77011
C 2.73054 1.60007 -0.24399
C 2.69235 2.97211 0.11398
C 2.96032 3.95936 -0.83219
C 3.25242 3.60218 -2.15961
C 3.28181 2.25248 -2.52699
C 3.02025 1.25453 -1.58645
O 1.22006 -1.62948 2.57710
O 3.65425 -2.15231 2.62711
H 3.02290 -1.21182 -0.33232
H 2.37159 0.99846 1.78412
H 2.46389 3.23939 1.15092
H 2.94145 5.01051 -0.53532
H 3.43307 4.38270 -2.89932
H 3.50966 1.97639 -3.55697
H 3.03810 0.20225 -1.86271
C -2.77873 -1.07682 1.13836
Na 0.28882 0.41316 2.29890
C -1.50811 -1.52385 0.70099
C -0.80445 -0.41929 0.14488
C -1.63126 0.74429 0.25996
C -2.86384 0.33544 0.91344
C -3.83665 1.29544 1.21045
C -3.61226 2.62533 0.84587
C -2.41588 3.01766 0.21225
C -1.41226 2.08674 -0.07686
H -3.58208 -1.66936 1.57960
H -1.15557 -2.54970 0.72336
H 0.14170 -0.42451 -0.38677
H -4.74885 0.98266 1.72481
H -4.36792 3.38105 1.06411
H -2.28341 4.06487 -0.08252
H -0.48195 2.36104 -0.57865
*
```

energy above the lowest of the compared OMol25 structures with the same formula, charge and spin = 0.000 eV
HOMO = -0.2137 hartree

---

Entry from the Open Molecules 2025 dataset: a molecular structure, C17H15Br2IN2O2Pt at a distorted geometry (wB97M-V/def2-TZVPD).

```
! RIJCOSX wB97M-V def2-TZVPD def2/J DEFGRID3
* xyz 0 1
Pt -0.17703 -0.16453 0.20576
O -1.95903 1.42060 1.40065
C -3.21425 1.26392 0.80952
C -3.25540 0.43284 -0.45316
C -4.40070 0.45447 -1.24762
C -4.48280 -0.39792 -2.33075
C -3.42604 -1.26017 -2.59453
C -2.30945 -1.18732 -1.78671
N -2.23352 -0.35369 -0.75482
H -1.44874 2.02101 0.83046
H -3.67242 2.24031 0.59803
H -3.83746 0.74572 1.55026
H -5.20422 1.13349 -1.00878
H -5.35410 -0.39339 -2.96619
H -3.46850 -1.97225 -3.40336
H -1.44389 -1.81697 -1.95719
C 3.33984 -1.08563 -0.14081
C 3.07054 0.11360 -0.98803
C 4.11240 0.68249 -1.74627
C 3.86072 1.73843 -2.57578
C 2.56729 2.29276 -2.62626
C 2.18068 3.37098 -3.44530
Br 3.45073 4.17535 -4.62073
C 0.89490 3.85679 -3.43112
C -0.03398 3.29724 -2.56878
Br -1.80856 3.97178 -2.48787
C 0.26121 2.24006 -1.69940
O -0.58794 1.78727 -0.86376
C 1.59197 1.69894 -1.78109
N 1.85573 0.61930 -1.02040
H 4.39672 -1.33945 -0.16709
H 2.75952 -1.93210 -0.50617
H 3.04154 -0.88862 0.88810
H 5.09979 0.25225 -1.68325
H 4.64286 2.15507 -3.19181
H 0.60952 4.67559 -4.07443
I -1.49942 -2.25499 2.06873
C 0.50695 -1.71300 1.38404
H 0.90281 -2.60807 0.90233
H 1.07163 -1.49147 2.28846
*
```

HOMO (spin up / spin down) = -0.2736 / -0.2736 hartree

---

Entry from the Open Molecules 2025 dataset: a single C17H15BrFN5O2 molecule at a distorted geometry (wB97M-V/def2-TZVPD).

```
! RIJCOSX wB97M-V def2-TZVPD def2/J DEFGRID3
* xyz 0 1
O 2.34546 3.18048 -1.52547
C 1.76169 2.43657 -0.73521
C 0.45428 2.83156 -0.22577
C -0.41763 3.66554 -0.91864
C -1.57257 3.85570 -0.10790
C -1.39675 3.06008 1.01568
Br -2.61066 2.91330 2.51136
O -0.17075 2.41716 0.96979
N 2.44014 1.29367 -0.28235
C 3.78803 1.05506 -0.80603
C 3.93422 -0.42529 -1.16809
C 3.67960 -1.39703 -0.03569
C 2.90831 -0.71753 1.10087
C 1.86986 0.30895 0.65035
C 0.62973 -0.40321 0.07398
N 0.49396 -0.71345 -1.25752
N -0.61030 -1.30750 -1.39503
N -1.19871 -1.31588 -0.14626
C -2.52512 -1.77834 0.12336
C -3.16760 -1.55180 1.35776
C -4.44306 -2.04990 1.63828
C -5.21176 -2.67245 0.60461
C -4.64504 -2.82998 -0.65582
F -5.39710 -3.41535 -1.62687
C -3.28401 -2.47040 -0.87956
N -0.40986 -0.71099 0.77756
H -0.22194 4.11234 -1.90964
H -2.48101 4.39557 -0.35645
H 3.99687 1.55288 -1.75972
H 4.50878 1.33510 -0.03249
H 3.23855 -0.62058 -2.01460
H 4.93516 -0.55518 -1.50623
H 4.67448 -1.75064 0.32066
H 3.08303 -2.19616 -0.47138
H 2.40759 -1.50033 1.69119
H 3.56912 -0.15495 1.76001
H 1.50520 0.83573 1.52131
H -2.63805 -0.99920 2.15710
H -4.77210 -1.93205 2.65874
H -6.19429 -3.07428 0.73868
H -2.85574 -2.70720 -1.85459
*
```

energy above the lowest of the compared OMol25 structures with the same formula, charge and spin = 0.000 eV
SMILES = O=C(c1ccc(Br)o1)N1CCCC[C@@H]1c1nnn(-c2cccc(F)c2)n1
HOMO = -0.3271 hartree

---

Entry from the Open Molecules 2025 dataset: a molecular structure, C17H15Cl4NO2 at a distorted geometry (wB97M-V/def2-TZVPD).

```
! RIJCOSX wB97M-V def2-TZVPD def2/J DEFGRID3
* xyz 0 1
Cl -2.26691 2.36730 3.74151
C -1.62990 1.45367 2.30275
C -2.41345 0.33034 1.93435
Cl -4.10614 0.26262 2.17176
C -1.84014 -0.48780 0.88594
O -2.37594 -0.64611 -0.22046
C -0.46867 -1.06134 1.28832
O -0.15305 -2.23265 1.14314
C 0.38444 -0.00878 1.90054
Cl 2.06011 -0.35836 2.00091
C -0.16000 1.16211 2.35477
Cl 0.87026 2.35015 3.09286
C -7.24299 3.31951 2.55149
C -7.02345 2.34870 1.56466
C -6.00458 2.53286 0.62113
C -5.11235 3.61077 0.74919
C -3.93006 3.72737 -0.19203
C -2.85791 2.62073 -0.12942
C -1.95342 2.74167 -1.37277
C -0.86289 3.71695 -0.98079
C -0.69911 3.57169 0.53016
N -1.91492 2.85588 1.04901
C -5.40257 4.62938 1.67054
C -6.48272 4.49781 2.55003
H -8.03331 3.17956 3.29262
H -7.64699 1.45152 1.51331
H -5.88657 1.84331 -0.22656
H -4.34516 3.70884 -1.21915
H -3.45571 4.72287 -0.07512
H -3.28773 1.60536 0.00188
H -1.57130 1.75228 -1.61738
H -2.52593 3.09966 -2.24198
H 0.08051 3.51046 -1.48757
H -1.13713 4.75387 -1.21863
H 0.16536 2.97706 0.82255
H -0.58431 4.54550 1.03640
H -2.36775 3.47034 1.75038
H -4.76904 5.52041 1.68347
H -6.72287 5.31827 3.23071
*
```

energy above the lowest of the compared OMol25 structures with the same formula, charge and spin = 1.252 eV
HOMO = -0.2835 hartree

---

Entry from the Open Molecules 2025 dataset: a single C17H15N3O3S molecule at a distorted geometry (wB97M-V/def2-TZVPD).

```
! RIJCOSX wB97M-V def2-TZVPD def2/J DEFGRID3
* xyz 0 1
C -5.51894 -2.15763 -1.10511
C -5.42183 -0.84240 -0.34731
O -4.12459 -0.25267 -0.49537
C -3.16125 -0.68892 0.30486
O -3.30033 -1.52100 1.16221
C -1.84874 0.01272 -0.00827
C -0.79419 -1.04130 -0.30012
O -0.42399 -1.28517 -1.41680
C -0.37851 -1.84087 0.91584
S 1.30282 -2.49437 0.70463
C 2.07017 -1.00000 0.24033
N 1.33322 0.09331 0.30395
C 1.83934 1.25547 -0.09862
C 0.95492 2.41723 0.02659
C 0.88686 3.41269 -0.94507
C 0.01340 4.47004 -0.75923
C -0.76801 4.48994 0.38731
N -0.70191 3.55765 1.32304
C 0.13744 2.55745 1.14992
C 3.14195 1.36665 -0.58547
C 3.93507 0.23445 -0.62374
C 3.40846 -0.98397 -0.20163
C 4.18458 -2.16045 -0.22560
N 4.83507 -3.10435 -0.24676
H -6.53158 -2.54378 -1.03486
H -4.83436 -2.88598 -0.67746
H -5.26626 -2.00802 -2.15189
H -6.11397 -0.10092 -0.75037
H -5.61841 -0.99983 0.71790
H -1.98431 0.65396 -0.87847
H -1.55992 0.60677 0.85765
H -0.42734 -1.25277 1.82932
H -1.03352 -2.70805 1.01483
H 1.48895 3.34413 -1.83964
H -0.06820 5.25629 -1.49332
H -1.47856 5.28484 0.56944
H 0.18731 1.83012 1.95000
H 3.52718 2.32281 -0.90078
H 4.95423 0.28007 -0.97881
*
```

energy above the lowest of the compared OMol25 structures with the same formula, charge and spin = 1.327 eV
SMILES = CCOC(=O)CC(=O)CSc1nc(-c2cccnc2)ccc1C#N
HOMO = -0.3243 hartree

---

Entry from the Open Molecules 2025 dataset: a molecular structure, C17H15N4O5PdSe (wB97M-V/def2-TZVPD).

```
! RIJCOSX wB97M-V def2-TZVPD def2/J DEFGRID3
* xyz 1 1
Pd 0.91037 -0.49728 1.18339
O 3.59659 -2.11769 -2.18659
C 3.11812 -1.27096 -3.09138
C 3.57143 -1.42277 -4.40389
C 3.11751 -0.58133 -5.38959
C 2.19694 0.44341 -5.11526
C 1.74159 0.60990 -3.83910
C 2.18770 -0.23896 -2.79452
C 1.70524 -0.06803 -1.46318
O 2.07970 -0.78792 -0.49803
N 0.77001 0.98141 -1.24945
N 0.34253 1.00928 -0.06866
C -0.57433 2.02370 0.19851
C -0.85448 2.52544 1.42305
C -1.90105 3.52845 1.50758
C -2.25707 4.05742 2.68614
C -1.60045 3.65548 3.91986
C -0.60969 2.75385 3.92722
C -0.12091 2.16012 2.68513
O 0.86332 1.43729 2.68147
H 3.21936 -1.92581 -1.30964
H 4.28026 -2.21222 -4.60987
H 3.48042 -0.71240 -6.40067
H 1.85651 1.09410 -5.90744
H 1.03730 1.39387 -3.60381
H -1.06300 2.42103 -0.68480
H -2.39841 3.82008 0.59150
H -3.05009 4.79094 2.73517
H -1.92609 4.10885 4.84707
H -0.09944 2.45200 4.83120
Se 1.66630 -2.43675 2.39367
C 0.34447 -3.51946 1.74132
N -0.51666 -4.16589 1.32124
N -3.00790 -3.20474 0.93807
C -2.71563 -2.24231 2.03876
C -1.74613 -1.26126 1.39076
O -0.93827 -0.69307 2.18723
O -1.77982 -1.20498 0.16417
H -2.29490 -3.95217 0.96595
H -2.81652 -2.66129 0.07703
H -3.95284 -3.57692 0.94025
H -2.23292 -2.75530 2.86526
H -3.62906 -1.75713 2.37491
*
```

energy above the lowest of the compared OMol25 structures with the same formula, charge and spin = 0.000 eV
HOMO = -0.4190 hartree

---

Number 1: E -1979.818649 hartree. Number 2: E -3251.376923 hartree. Number 3: E -1466.982618 hartree. Number 4: E -6481.799868 hartree. Number 5: E -3754.883460 hartree. Number 6: E -2702.705133 hartree. Number 7: E -1445.002029 hartree. Number 8: E -3781.085416 hartree.